1.
89
Properties=species:S:1:pos:R:3:forces:R:3 method="wB97M-V/def2-TZVPD" charge=+1 orbital_gap_ev=7.7 spin_multiplicity=1 e_above_lowest_kj_mol=0.0
C -0.716 2.526 1.341 0.1121 0.0163 -0.0023
H -5.910 0.588 1.687 0.0172 -0.0151 -0.0360
H 6.131 -0.576 -3.097 -0.0135 -0.0206 0.0075
H -3.042 0.971 4.566 0.0069 0.0395 -0.0348
C -3.226 1.852 3.948 0.0469 0.0168 -0.0162
H 5.169 1.466 3.546 -0.0366 -0.0024 -0.0398
C 5.301 -2.135 -1.855 0.0734 -0.0890 -0.0357
H 0.827 -4.651 1.709 0.0037 0.0060 0.0158
N -1.165 1.325 0.971 -0.2221 -0.2212 0.0130
H 0.640 2.753 -0.312 0.0081 -0.0344 0.0126
C 6.557 -2.935 -1.649 0.1433 0.0726 -0.0329
H -4.446 -2.492 3.385 0.0469 -0.0094 -0.0148
N -0.400 -2.357 -2.582 0.0686 0.1558 0.2148
H -3.471 -1.588 4.537 0.0176 -0.0184 -0.0205
H -2.412 0.101 -3.506 0.0012 0.0400 0.0092
H 0.488 -0.975 2.641 0.0782 0.0388 -0.0251
H -1.231 3.874 3.033 -0.0154 -0.0967 -0.0617
H 2.092 -2.227 -0.812 0.0002 0.0468 0.0050
C -0.007 2.434 -4.239 -0.0224 0.1485 -0.2040
N 1.691 0.046 -2.094 0.0907 -0.5634 0.4220
H 4.217 -3.462 -0.589 -0.0205 0.0199 -0.0190
C -1.672 2.370 -2.088 0.0464 -0.0101 -0.0534
C 3.446 0.825 2.406 0.0954 0.0047 0.0413
C -2.261 1.934 2.809 -0.0707 0.0118 0.0627
C 0.349 3.265 0.601 0.0034 0.0193 0.0330
C 4.658 1.495 2.592 -0.0363 -0.0508 0.0275
C 0.739 -3.648 1.295 -0.0049 -0.0345 0.0890
O 6.716 -3.645 -0.701 -0.0664 -0.0293 0.0461
O -0.646 -1.155 -2.798 -0.1288 -0.1121 -0.2862
N -2.128 -1.568 2.015 0.0192 0.0327 -0.0632
C 2.766 0.830 1.186 -0.2207 -0.2128 -0.0910
H 6.119 2.719 1.638 -0.0407 -0.0248 -0.0077
C 4.063 -0.258 -2.722 0.0902 0.0914 0.0204
H -3.119 2.736 4.574 0.0013 -0.0107 0.0016
C 5.244 -0.976 -2.619 0.0356 0.0913 -0.0456
H -5.931 -0.329 -1.927 0.0881 -0.0077 0.0620
C -4.900 -0.337 0.024 -0.0972 0.0246 0.1064
H -2.307 2.302 -1.214 0.0072 -0.0019 -0.0039
C -3.717 -0.387 -1.848 0.0498 0.0687 -0.0865
O -0.146 -2.551 -1.360 0.0085 -0.3095 -0.1356
H 1.613 -3.081 1.631 -0.0356 0.0053 -0.0153
C 1.366 -0.400 2.381 -0.0014 0.0412 -0.0509
C -2.338 -2.505 2.952 -0.0809 -0.0374 0.0879
H 0.769 -3.725 0.212 -0.0475 -0.0277 0.0242
C -1.977 3.219 -3.144 -0.0589 0.0368 0.0484
N -2.124 0.971 1.882 0.0490 -0.0400 -0.0697
C -1.328 -3.446 2.836 0.0014 -0.1282 0.0721
C -3.349 -0.403 -3.299 -0.1229 -0.0219 0.0311
N -0.596 1.588 -2.094 -0.1919 -0.3127 0.4057
H -4.143 0.081 -3.867 -0.0036 -0.0238 0.0091
N -2.843 -0.395 -0.830 0.1819 -0.0509 0.1865
H 7.216 -2.314 -3.342 0.0243 -0.0193 -0.0037
C 2.917 -0.705 -2.075 -0.1737 0.2326 -0.0638
C -1.377 2.948 2.495 0.0119 0.1210 0.0813
H 4.909 2.813 -0.514 -0.0219 -0.0284 0.0378
H -6.952 -0.271 0.550 0.0117 -0.0049 -0.0021
C -1.136 3.247 -4.238 0.0540 0.0119 -0.0940
N -1.019 -1.876 1.280 -0.1126 0.2842 -0.2320
H 0.682 2.428 -5.075 -0.0462 0.0135 0.0304
C 5.180 2.191 1.527 0.0221 0.0258 -0.0263
H -1.196 -4.335 3.434 -0.0171 0.0923 -0.0608
C 3.303 1.572 0.129 -0.0673 0.0040 0.0633
C -3.489 -2.478 3.907 0.0691 -0.0278 -0.0189
N -3.591 -0.361 0.322 0.0911 -0.0485 -0.0469
H -3.440 -3.353 4.551 0.0039 0.0082 -0.0009
H 2.078 0.799 -3.971 0.0347 0.0395 -0.0528
C -0.529 -3.018 1.778 0.1159 -0.0440 -0.0522
H -3.251 -1.425 -3.667 0.0174 0.0144 0.0242
O 7.529 -2.812 -2.578 -0.1395 0.0427 -0.0040
H -1.348 3.890 -5.083 0.0113 -0.0251 0.0329
N 1.565 0.081 1.189 0.1597 0.2436 -0.1236
S 2.553 -0.087 3.567 -0.0223 -0.0278 0.1395
H -3.856 -0.272 2.538 0.1086 -0.0020 -0.1137
H 2.768 1.653 -0.801 -0.0243 -0.0198 -0.0664
C 1.432 0.774 -3.095 -0.2435 0.1871 -0.2771
C -5.987 -0.295 1.052 0.0298 0.0013 -0.0729
C 2.976 -1.863 -1.315 -0.1289 -0.1053 0.1790
B -2.973 -0.310 1.733 -0.1040 0.0217 0.0749
C -5.018 -0.347 -1.351 -0.1231 -0.0018 -0.1034
C 4.496 2.236 0.304 0.0085 0.0310 0.0065
H 1.239 3.381 1.220 0.0040 0.0130 0.0177
H -4.259 1.802 3.602 0.0459 0.0056 -0.0190
H 4.069 0.683 -3.257 -0.0054 -0.0087 -0.0010
H 0.000 4.265 0.336 0.0161 -0.0210 -0.0069
C 0.226 1.625 -3.148 0.2397 -0.1537 0.0662
C 4.158 -2.569 -1.198 -0.0259 -0.0336 -0.0039
Lu -0.458 -0.422 -0.560 0.2678 0.6717 0.1360
H -5.963 -1.172 1.701 0.0227 0.0135 -0.0378
H -2.864 3.836 -3.097 0.0320 -0.0184 -0.0083


2.
76
Properties=species:S:1:pos:R:3:forces:R:3 method="wB97M-V/def2-TZVPD" charge=+1 orbital_gap_ev="7.7 / 6.0" spin_multiplicity=4 s2=3.80
C 0.331 1.911 0.163 0.8116 -0.3134 -0.4079
H 2.237 -2.099 -2.436 0.3770 -0.1516 0.0570
H 0.169 -5.854 2.423 0.1702 0.0719 -0.2452
H 4.014 -2.585 -4.111 0.0856 0.0561 0.1568
Cl -0.602 -2.111 -0.877 0.2693 -0.1697 -0.0344
C 3.976 -0.157 2.054 -0.2327 -0.1865 0.3399
C -2.856 4.168 1.891 0.1905 -0.1042 0.2381
C 3.019 -5.878 0.564 -0.3016 0.0559 0.0870
C -4.829 1.984 1.327 0.6935 0.2341 -0.3188
C -3.726 -0.583 1.314 -0.2321 -1.1165 0.3393
O -1.538 0.369 1.144 -2.7816 0.4965 -0.0269
H 3.847 0.578 1.258 -0.0488 -0.1828 0.4282
C 0.699 0.553 -1.682 0.5745 1.5582 -0.0406
H -3.539 3.207 -1.362 -0.0228 0.1410 0.1043
H -1.756 2.995 0.465 -0.3242 0.0684 0.0255
H 5.128 -2.965 4.441 -0.1906 0.2094 -0.0431
H 5.101 1.188 3.298 0.0982 -0.2508 -0.0982
H -6.668 1.019 1.853 -0.0212 -0.0248 -0.0242
H -2.216 5.039 1.693 -0.2212 -0.1954 0.0431
C 3.810 -2.436 2.825 -0.0133 0.2465 -0.0060
C -3.151 -1.998 1.378 -0.0053 0.1617 -0.8286
H -4.800 -3.300 2.081 0.1443 0.1058 -0.1951
C 1.665 1.439 0.263 0.3534 0.7321 -0.9645
H -5.702 -1.286 1.667 0.1491 0.4960 0.0900
C -2.827 0.552 1.123 1.1139 -0.5915 0.5264
H 2.903 0.358 -1.288 -0.2422 -0.2419 0.2141
C 3.292 -2.128 -2.140 0.4000 0.0476 0.3085
H 0.555 0.008 -2.610 0.0726 0.1137 0.3092
H -0.084 2.628 0.864 -0.0749 -0.6417 -0.0178
C 1.927 0.663 -0.932 0.2023 0.4914 -0.2906
C 3.048 -4.530 0.204 0.1451 0.0006 0.1334
H -3.665 -4.051 0.947 -0.0772 0.1864 0.1272
C 4.745 -2.152 3.825 -0.0116 0.2007 0.0295
C 5.643 -2.434 -2.700 -0.1832 -0.0804 0.1951
C -4.186 -3.116 1.186 -0.0035 0.0436 0.0039
H -2.824 4.739 -0.816 -0.1952 -0.1676 0.0942
C -5.077 -0.398 1.539 0.4272 -0.3878 -0.1080
C -2.800 3.193 0.705 0.0464 -0.2864 -0.0028
H -1.764 -3.124 2.606 -0.1617 0.0881 0.0539
H -5.243 2.997 1.293 -0.0381 -0.5566 0.1216
H 3.840 -4.194 -0.459 -0.1165 -0.0996 0.2922
H 3.428 -3.450 2.716 0.1304 0.2521 0.0951
C 3.402 -1.436 1.931 0.1545 0.1334 0.3170
H -2.458 -2.092 0.522 -0.3242 0.2104 0.4706
H -1.248 1.612 -1.427 0.0864 -0.4218 0.4168
H -1.628 -1.352 2.746 -0.0329 -0.2665 0.1995
Tc 0.503 -0.391 0.252 -2.6950 -0.1898 0.3398
H 6.420 -2.669 -3.431 -0.3048 0.0843 0.1916
C -3.481 1.854 1.036 -0.0824 1.3285 0.0798
H 1.976 -7.417 1.676 -0.0582 0.4279 -0.1351
H -4.447 4.271 -0.260 0.2938 -0.1223 -0.1136
H -3.885 4.528 2.052 0.3743 -0.1111 -0.0069
H -4.850 -2.896 0.341 0.0989 -0.0827 0.1672
C 4.296 -2.392 -3.079 -0.1400 0.0555 0.1303
C 5.191 -0.844 4.036 -0.2437 -0.1752 -0.2248
C 1.987 -6.367 1.370 0.0555 0.3844 0.0920
C 3.645 -1.905 -0.794 -0.1800 0.5037 -0.4625
C 0.981 -5.487 1.794 0.0349 0.0800 -0.0707
H 5.297 -1.675 0.591 -0.0420 -0.2039 -0.3184
H -2.980 -2.206 3.534 0.1646 -0.0150 -0.1309
C -2.330 -2.188 2.649 0.0827 0.1723 0.1816
H 2.356 1.684 1.059 -0.1476 0.0939 -0.3432
C 1.015 -4.133 1.441 0.4774 -0.0876 -0.0616
H -2.508 3.687 2.813 -0.0766 0.1629 -0.1197
H 0.206 -3.461 1.733 0.2631 -0.2343 0.0862
P 2.296 -1.801 0.494 2.8252 -1.6742 0.2946
H 7.024 -2.240 -1.038 -0.1943 0.0856 -0.1914
H 3.819 -6.538 0.222 -0.3287 0.1780 0.0327
C -5.623 0.884 1.609 -0.3215 -0.1993 -0.0569
C 5.989 -2.190 -1.372 -0.1731 0.0660 -0.1473
C 4.772 0.160 3.157 0.1522 -0.1386 -0.2391
C -3.446 3.888 -0.508 0.0988 -0.1802 -0.1921
C 2.097 -3.623 0.697 -0.8963 -0.4853 -0.0675
C -0.271 1.364 -1.020 0.6809 0.4755 -0.5059
C 5.001 -1.893 -0.433 -0.2535 -0.0755 -0.0662
H 5.881 -0.614 4.853 -0.3041 -0.0876 -0.3068